Record 1
Molecular formula: C3H5BrFN
Method: DFT, ωB97M-V with the def2-TZVPD basis set

Each line ends with the Mulliken spin population.
CARTESIAN COORDINATES (ANGSTROEM)
H1 -0.60800 -0.50513 1.50761  0.00
F1 0.65092 -2.46201 -0.69035  0.05
H2 -0.17809 2.44197 -0.83612  0.01
Br1 2.74731 0.37573 0.28678  0.92
N1 0.43673 -1.78736 0.48656  0.79
H3 0.42641 0.26005 -1.35191  0.00
C1 -0.21681 0.33679 -0.50818  0.14
C2 -0.52983 -0.91845 0.43549  -0.01
C3 -0.46197 1.59312 -0.16964  0.05
H4 -0.83206 1.90629 0.90487  0.00
H5 -1.43460 -1.24099 -0.06512  0.04

## Properties
**LUMO level (spin up / spin down)**: 1.0 / -3.2 eV
**Charge**: 0
**Multiplicity**: 3
**HOMO (spin up / spin down)**: -9.642 / -10.301 eV
**E**: -77436.026 eV
**Energy relative to the best compared isomer or geometry (same formula, charge and spin)**: 26.3 kcal/mol



Record 2
Molecular formula: C16H28N2O3
Method: DFT, ωB97M-V with the def2-TZVPD basis set

Each line ends with the natural charge from an NBO analysis.
CARTESIAN COORDINATES (ANGSTROEM)
H1 1.60672 -0.22219 5.40811  0.21
H2 -1.28498 0.03731 -5.10115  0.22
H3 -1.78026 -1.51559 4.53963  0.21
H4 1.15969 1.28913 0.96574  0.21
H5 1.48600 -0.97449 -4.69209  0.48
C1 0.28794 -1.69603 4.69147  -0.37
H6 -0.83656 2.27644 2.14193  0.21
C2 0.58354 -0.42189 4.98274  -0.43
H7 1.40294 0.10138 3.05230  0.21
O1 2.32505 -0.56944 -1.21928  -0.44
C3 -0.14362 2.07420 -0.54605  -0.37
N1 -0.48832 -2.14166 -2.43003  -0.52
H8 -0.12121 -1.38607 1.88913  0.16
C4 -1.12872 -1.09091 2.73358  -0.33
H9 0.78649 2.64521 -2.31336  0.19
H10 -0.02137 -0.00986 0.33168  0.22
H11 -1.28087 0.97758 -2.89090  0.24
H12 -2.01687 -1.22258 -3.19827  0.22
N2 0.62020 0.47361 -2.16554  -0.52
H13 0.78768 1.18955 -5.93793  0.22
H14 0.05049 2.24402 -4.80100  0.19
H15 -1.44175 0.92937 3.67682  0.18
H16 -1.37353 -2.85231 3.69429  0.19
H17 0.87603 1.69309 3.92090  0.18
C5 -0.38047 0.24805 -4.53120  0.11
H18 -1.95018 -0.85974 2.30525  0.19
H19 -1.74908 -0.91964 -1.40316  0.25
C6 0.84075 -1.82725 -2.25511  0.50
C7 1.46603 -0.79997 -1.85389  0.56
C8 -1.02296 -1.73102 3.89232  -0.44
C9 0.50751 0.55052 3.66257  -0.38
H20 -1.15039 1.99402 -0.94644  0.20
H21 -0.54533 -3.00161 -2.78836  0.43
C10 0.28574 1.03598 0.57231  -0.41
H22 0.12876 3.15944 -0.00540  0.20
H23 -1.87455 1.42093 1.53849  0.15
C11 1.00827 1.71773 -1.67342  -0.24
C12 0.69667 1.29311 -4.96674  -0.58
H24 0.02318 -2.36399 5.58079  0.22
H25 -0.03515 -0.08072 5.73393  0.20
C13 -1.24384 -0.86036 -2.45748  -0.22
C14 -0.76852 0.70126 3.04726  -0.20
C15 -0.62200 0.17314 -3.08190  -0.14
O2 0.44848 -1.03139 -4.94122  -0.79
H26 1.24119 -2.17161 4.01264  0.18
H27 1.93837 1.86260 -1.21273  0.23
H28 1.54494 1.22196 -4.34944  0.23
C16 -0.64786 1.42723 1.77952  -0.38
O3 1.80571 -2.98654 -2.39134  -0.62

## Properties
**LUMO level**: -0.6 eV
**Charge**: 0
**HOMO**: -8.313 eV
**E**: -26153.227 eV
**Energy relative to the best compared isomer or geometry (same formula, charge and spin)**: 408.8 kcal/mol



Record 3
Molecular formula: C17H25Br12FN3OP2S
Method: DFT, ωB97M-V with the def2-TZVPD basis set

Each line ends with the natural charge from an NBO analysis.
CARTESIAN COORDINATES (ANGSTROEM)
H1 -0.43256 2.06349 1.96616  -0.03
H2 -2.93760 3.51967 -2.57271  0.22
Br1 -1.22722 -0.20966 6.48418  0.09
H3 5.53535 -0.14106 -2.13582  0.25
H4 -3.23761 -0.00101 -2.58270  0.17
Br2 4.85600 -1.04704 4.26779  0.09
H5 2.32102 1.89421 -3.97156  0.27
Br3 4.16054 -7.14092 0.96274  0.10
H6 2.73510 2.97176 -2.64905  0.28
H7 -7.21703 -0.92331 0.83817  0.24
Br4 -5.30407 -2.28251 0.06619  0.10
H8 -2.75807 1.87034 -4.68106  0.24
N1 -0.46960 0.15762 -2.27599  0.18
C1 -3.34267 2.52842 -2.73359  -0.61
H9 -4.32618 2.65691 -3.17169  0.23
C2 -0.66601 0.08854 -0.97755  -0.06
C3 1.80773 3.83042 0.15719  0.23
H10 -1.42517 2.05688 -3.60604  0.22
H11 -2.92013 -0.32582 -4.26449  0.23
S1 1.57644 0.18269 2.65234  -0.47
C4 0.20392 0.80356 -0.15754  -0.32
Br5 -0.74091 -2.40551 4.24477  0.07
H12 -0.79199 -2.63323 6.70243  0.23
Br6 1.51658 -1.81264 6.37304  0.12
H13 0.03059 3.88681 1.34024  0.22
Br7 3.73730 -3.65776 2.85829  0.11
N2 -1.26307 -2.19055 0.49937  -1.25
Br8 1.18189 -7.34316 -0.11958  0.09
H14 -3.49805 2.04313 -1.77270  0.20
Br9 -7.26944 -0.41349 -1.58007  0.12
N3 0.52959 0.74447 -2.89155  -0.16
C5 0.35313 4.16307 0.33959  -0.65
H15 -2.87384 -0.22319 0.32893  -0.03
C6 4.68829 0.44535 -2.38305  -0.16
H16 2.36157 4.22514 1.00340  0.19
H17 -1.11560 0.02096 1.90246  -0.02
H18 3.15812 2.33578 -0.46965  0.27
Br10 4.72343 -1.21633 1.09064  0.06
C7 2.34818 -7.61092 1.38193  -0.50
P1 -1.96639 -1.07244 -0.31705  1.29
P2 0.02772 0.77612 1.67988  0.85
H19 2.34120 1.94287 1.01355  0.29
H20 -0.28739 3.71365 -0.41413  0.20
C8 -6.43872 -0.72670 0.11600  -0.50
C9 -2.44478 1.70058 -3.65753  -0.46
C10 2.19230 2.35443 0.02352  -0.54
Br11 1.70358 -6.68394 2.94135  0.09
H21 -1.56131 -2.27598 1.46213  0.40
O1 -1.29561 -0.50893 -3.12309  -0.31
C11 1.23761 1.50022 -0.74006  0.12
H22 5.97178 -2.60107 2.70739  0.23
C12 3.73987 1.12603 -2.63995  -0.06
H23 0.24494 5.23898 0.26328  0.25
C13 -2.54340 0.20128 -3.39880  -0.08
C14 2.55462 1.93858 -2.91295  -0.52
F1 2.26765 4.50813 -0.97826  -0.37
H24 2.33763 -8.66447 1.61523  0.23
C15 4.97114 -2.19773 2.73236  -0.50
C16 -0.37274 -1.87703 6.05666  -0.50
H25 -2.58696 -1.52625 -1.47400  -0.02
C17 1.39060 1.38636 -2.14940  0.26
Br12 -5.49128 0.83619 0.73038  0.08

## Properties
**LUMO level**: -4.6 eV
**Charge**: +1
**HOMO**: -11.641 eV
**E**: -897179.238 eV



Record 4
Molecular formula: C26H58N3O4S
Method: DFT, ωB97M-V with the def2-TZVPD basis set

Each line ends with the Löwdin charge.
CARTESIAN COORDINATES (ANGSTROEM)
H1 -1.33378 -2.84596 -0.94727  0.13
C1 -0.99266 -3.99191 0.82210  -0.08
H2 5.68819 -0.78504 -3.06858  0.11
H3 -2.78882 1.90235 -0.07393  0.10
H4 0.63405 -0.12268 0.30558  0.09
H5 -4.28762 -8.32631 1.64846  0.07
C2 -5.65856 -6.14210 1.05196  -0.52
H6 8.71282 1.03031 -0.13582  0.10
C3 -7.42487 -1.59099 1.13726  -0.06
H7 9.16380 1.03230 1.55114  0.11
H8 0.59244 7.04343 -1.55650  0.08
O1 -1.90238 6.33704 0.16680  0.01
C4 -1.04836 7.15438 -0.15175  -0.54
H9 4.03095 0.78865 -3.31017  0.12
C5 -4.93323 -0.39294 0.17901  -0.01
H10 -7.23218 -0.52637 1.04311  0.07
H11 7.26822 3.00267 0.15681  0.06
C6 0.28612 0.22633 -2.43030  -0.29
C7 6.42845 0.10523 -1.25025  -0.22
H12 -0.67856 8.17177 -2.02067  0.09
H13 -0.24776 -4.04847 1.62188  0.09
H14 -5.67521 0.00550 -0.51266  0.09
H15 -5.68859 -9.34622 1.33696  0.09
S1 -1.08237 0.39613 -1.29122  1.18
H16 -7.72329 -1.78824 2.16747  0.09
H17 2.57979 -1.04374 -2.42315  0.11
O2 -6.44119 -5.22209 0.83146  0.01
H18 7.42509 2.91125 1.91105  0.07
C8 -4.19093 -6.00084 0.73729  -0.01
H19 -5.38819 -8.71878 2.96588  0.09
C9 0.39982 9.09912 0.54390  -0.07
H20 1.46974 1.40551 -1.05431  0.11
H21 1.25366 8.97178 1.21025  0.09
H22 1.87632 1.61544 -2.72199  0.12
C10 -1.41365 3.38083 0.76343  -0.07
H23 4.27889 1.37647 -1.68102  0.11
C11 7.93825 2.70596 0.96739  -0.11
H24 1.16683 -3.87322 -0.45177  0.09
H25 0.34122 -0.84374 -2.63671  0.09
H26 6.81346 0.51455 2.19640  0.11
C12 -5.33127 -8.48486 1.90227  -0.07
O3 -4.11163 -2.62357 0.11693  0.00
H27 -6.35575 -3.38480 0.82944  0.09
C13 -5.07426 -1.89430 0.36627  -0.52
H28 -0.54638 3.93888 0.41109  0.09
H29 -0.82782 0.59816 0.98465  0.09
C14 1.61383 0.85391 -1.98592  -0.21
H30 7.55550 -0.74667 1.22884  0.11
H31 -0.03413 10.08398 0.71979  0.09
H32 8.81126 3.35747 0.91777  0.07
H33 -3.59267 -6.10749 1.64414  0.09
O4 -1.03563 1.99113 -1.21779  -0.40
H34 -7.09174 -7.31274 1.76951  0.14
H35 -2.11555 4.12161 1.14583  0.08
H36 0.76532 9.07341 -0.47803  0.07
C15 8.33426 1.23544 0.87022  -0.27
H37 2.86474 -0.46505 -0.79825  0.10
H38 5.54101 1.34067 0.30294  0.10
H39 0.94039 -2.53541 -1.54733  0.05
H40 -1.10511 2.72206 1.57588  0.07
H41 -1.98252 -3.91515 1.27254  0.07
C16 -2.06092 2.65660 -0.38497  -0.22
H42 -2.55587 3.35040 -1.06130  0.13
C17 5.30071 -0.49039 -2.09163  -0.20
C18 4.10798 0.46747 -2.26746  -0.20
H43 5.26033 -0.37682 0.49392  0.11
H44 -0.76952 -1.65944 1.75519  0.13
H45 1.43897 -2.24198 0.11860  0.08
H46 7.29179 -0.56638 -1.27652  0.12
H47 -8.26325 -1.84079 0.48565  0.09
H48 -3.94074 -0.24022 -0.23822  0.04
H49 -0.97243 6.42837 -2.13538  0.08
N1 -6.09976 -7.29886 1.58783  0.02
C19 7.18427 0.28198 1.19232  -0.23
C20 -0.48626 7.20541 -1.55375  -0.01
N2 -6.25230 -2.36769 0.78830  0.04
C21 0.78972 -2.85177 -0.51489  -0.06
C22 -0.45503 -0.16772 0.30080  -0.28
H50 -0.94147 -4.92183 0.25406  0.09
N3 -0.58123 8.05270 0.74667  0.01
H51 6.75757 1.04079 -1.71519  0.12
H52 -1.01338 7.97933 1.65478  0.14
H53 -5.02354 0.14469 1.12423  0.09
C23 -1.05492 -1.51967 0.70661  -0.21
H54 -3.86047 -6.75924 0.02617  0.09
H55 4.95658 -1.41379 -1.61095  0.11
H56 -2.14456 -1.43675 0.69623  0.08
C24 -0.67862 -2.79097 -0.07077  -0.41
H57 -0.11807 0.70945 -3.32287  0.10
C25 6.01839 0.36060 0.20479  -0.22
C26 2.77460 -0.13917 -1.83960  -0.21
H58 -4.04627 -5.00834 0.31908  0.05

## Properties
**LUMO level**: -2.3 eV
**Charge**: +1
**HOMO**: -11.236 eV
**E**: -51393.553 eV
**Energy relative to the best compared isomer or geometry (same formula, charge and spin)**: 0.0 kcal/mol



| no. | largest force on an atom (eV Å⁻¹) |
| --- | --- |
| 1 | 6.32 |
| 2 | 19.75 |
| 3 | 1.42 |
| 4 | 0.31 |